{"formula": "C17H14CuNO6", "method": "ωB97M-V/def2-TZVPD", "symbols": ["Cu", "O", "C", "O", "C", "C", "C", "C", "C", "N", "C", "O", "O", "H", "H", "H", "C", "C", "C", "C", "C", "C", "C", "C", "C", "C", "O", "O", "H", "H", "H", "H", "H", "H", "H", "H", "H", "H", "H"], "positions_angstrom": [[0.983383, 0.510412, -1.699872], [4.517400, 2.498019, -1.658730], [3.507978, 1.817085, -1.789589], [2.355876, 1.974665, -1.254536], [3.599012, 0.571602, -2.673149], [4.719140, 0.088503, -3.320186], [4.580412, -1.058630, -4.096362], [3.341913, -1.681108, -4.226491], [2.268247, -1.137177, -3.549480], [2.438217, -0.055034, -2.802389], [0.821732, -1.636402, -3.562258], [0.560217, -2.599843, -4.272206], [0.048851, -0.966372, -2.793711], [5.658023, 0.612551, -3.207008], [5.443736, -1.468970, -4.607266], [3.188564, -2.563682, -4.832214], [-4.234104, 0.131060, 4.604000], [-3.240272, 0.182376, 3.470260], [-2.480722, 1.321399, 3.234336], [-1.553279, 1.379101, 2.198119], [-0.758700, 2.636126, 1.949460], [-1.377382, 0.250188, 1.397861], [-2.123993, -0.908088, 1.612053], [-1.922789, -2.123384, 0.742745], [-3.056073, -0.918763, 2.643169], [-0.364818, 0.266614, 0.291314], [0.609020, -0.505389, 0.308384], [-0.549480, 1.094949, -0.667959], [-4.425686, 1.127560, 5.003762], [-3.868552, -0.492073, 5.424431], [-5.184994, -0.290907, 4.272479], [-2.615478, 2.193673, 3.867402], [-0.895500, 3.345983, 2.765077], [-1.062102, 3.106446, 1.013557], [0.306751, 2.418430, 1.852022], [-1.855197, -1.857649, -0.313683], [-2.741963, -2.830679, 0.875001], [-0.985201, -2.619440, 0.996189], [-3.652193, -1.813149, 2.805467]], "forces_ev_per_a": [[0.00, 0.22, -0.41], [-0.11, 0.06, -0.05], [0.06, -0.17, 0.33], [-0.01, -0.03, -0.14], [-0.18, 0.06, -0.07], [0.08, -0.05, -0.10], [-0.03, 0.00, 0.02], [0.13, -0.01, -0.08], [-0.06, 0.16, 0.03], [0.27, -0.19, -0.09], [-0.02, -0.10, 0.20], [-0.07, 0.08, 0.02], [0.13, 0.01, -0.09], [-0.01, -0.02, 0.00], [-0.02, 0.01, 0.00], [0.01, 0.02, 0.02], [0.02, 0.01, -0.05], [-0.01, 0.04, 0.04], [-0.01, 0.00, 0.01], [0.00, 0.01, -0.03], [0.00, -0.08, -0.01], [0.04, 0.06, 0.03], [-0.02, -0.09, -0.02], [-0.01, 0.04, 0.04], [-0.01, -0.05, -0.01], [0.00, 0.10, -0.08], [-0.11, -0.05, 0.25], [-0.05, -0.06, 0.24], [0.00, -0.01, -0.01], [0.01, 0.01, -0.02], [0.01, 0.01, 0.01], [0.00, -0.02, 0.00], [0.00, 0.00, 0.01], [-0.01, -0.01, 0.01], [-0.02, 0.01, 0.00], [-0.01, 0.00, 0.02], [-0.01, 0.00, 0.00], [0.00, 0.00, -0.01], [0.02, 0.03, -0.01]], "mulliken_charge": [-0.4894, -0.7159, 0.3281, -0.6537, 0.7374, -0.5734, -0.1170, -0.5816, 0.6864, 0.0250, 0.3650, -0.7179, -0.5916, 0.4951, 0.4063, 0.4959, -1.4112, 0.6554, -0.9099, 0.7462, -1.5229, 0.9716, 0.9820, -1.5527, -0.9246, 0.7252, -0.7659, -0.6877, 0.3493, 0.2779, 0.3456, 0.2661, 0.3913, 0.2736, 0.3495, 0.3385, 0.3954, 0.2789, 0.3297], "total_charge": -1, "energy_ev": -76276.231, "lumo_ev": [2.8, 2.8], "gap_ev": [8.9, 8.9], "spin_multiplicity": 2}